The following is a DFT calculation (wB97M-V/def2-TZVPD) of a cluster of 2 separate species, C2H7ClO2Si in total in a non-equilibrium geometry.

Properties
ΔE to the lowest compared entry with this formula, charge and spin = 101.8 kcal/mol
charge = 0
frontier orbital gap (alpha / beta) = 7.900 / 7.899 eV
E_LUMO (alpha / beta) = -0.372 / -0.373 eV
HOMO energy (alpha / beta) = -8.3 / -8.3 eV

```
13
Properties=species:S:1:pos:R:3:forces:R:3:nbo_charge:R:1
C 0.5416 -1.7822 1.2705 -1.645 -4.015 3.239 -0.2516
C -0.0717 2.1885 0.0421 -3.431 -1.887 -0.158 -1.0844
O 0.7440 -0.3839 -2.8190 -3.434 0.296 1.022 -1.0914
O 0.3626 -0.4756 0.9511 -0.427 2.030 -0.695 -0.8963
Si -0.4860 0.3300 -0.1604 3.429 0.913 -1.414 1.8898
Cl -2.2556 -0.3275 -0.6563 -1.175 -0.361 -0.075 -0.3211
H 0.5122 -2.4512 0.3964 0.626 0.306 0.293 0.2057
H -0.3574 -2.2102 1.9673 1.531 1.194 -1.652 0.1608
H 1.3880 -1.9781 2.0202 -0.644 0.666 -1.745 0.2051
H -0.1315 2.3925 1.0846 0.259 0.184 0.968 0.2494
H 0.8226 2.4493 -0.3879 2.191 0.406 -0.946 0.2692
H -0.8933 2.7429 -0.4265 0.236 -0.029 -0.088 0.2522
H -0.1755 -0.4945 -3.2821 2.483 0.297 1.252 0.4128
```
Forces are in eV/Å.

---

The following is a DFT calculation (wB97M-V/def2-TZVPD) of a cluster of 4 separate species, C32H44BrF17O11 in total in a non-equilibrium geometry.

Properties
charge = 0
frontier orbital gap = 6.823 eV
SMILES = O=C1C=C(C(F)(F)C(F)(F)C(F)(F)C(F)(F)C(F)(F)C(F)(F)C(F)(F)C(F)(F)F)C(=O)C=C1Br.COCCOCCOC.COCCOCCOC.COCCOCCOC
E_LUMO = -2.450 eV
HOMO energy = -9.3 eV

```
105
Properties=species:S:1:pos:R:3:forces:R:3:lowdin_charge:R:1
O -4.9670 -1.8847 -2.5481 5.671 5.593 3.931 -0.0241
C -4.1140 -1.0220 -1.9664 -2.883 -3.135 -2.040 -0.2207
C -2.7407 -0.5091 -2.7501 -0.069 3.319 1.658 0.1058
C -2.2769 0.8793 -2.4834 -1.254 -3.588 -1.021 -0.0006
C -0.8990 1.3976 -3.2779 -3.191 -0.211 0.335 -0.1517
F -0.7964 0.5521 -4.4870 0.358 2.921 3.443 0.0230
F -1.1337 2.8253 -3.5911 1.518 -4.446 0.565 0.0343
C 0.3311 1.1504 -2.1783 -1.143 0.077 1.773 -0.0800
F 0.1717 -0.1942 -1.5390 0.735 4.290 -2.268 0.0290
F 0.0400 2.1431 -1.0768 1.277 -3.078 -3.587 0.0279
C 1.8298 1.2942 -2.8183 -0.012 -0.745 -2.448 -0.0814
F 2.0009 0.1037 -3.7345 -0.532 3.736 2.928 0.0298
F 1.8759 2.4852 -3.7070 0.018 -3.984 3.286 0.0391
C 3.0689 1.1988 -1.7486 0.448 -0.774 2.004 -0.0791
F 3.1019 -0.2364 -1.2882 0.088 4.589 -1.546 0.0200
F 2.9125 2.0144 -0.5231 0.151 -2.605 -4.086 0.0544
C 4.5250 1.6766 -2.4142 -0.522 2.806 -0.953 -0.0765
F 4.5125 3.1827 -2.2850 -0.130 -4.818 -0.521 0.0233
F 4.6275 1.4038 -3.8657 -0.249 0.532 4.920 0.0586
C 5.8335 1.1700 -1.5691 2.562 1.820 1.467 -0.0936
F 5.5815 0.8419 -0.1472 0.367 1.003 -4.834 0.0599
F 6.7854 2.3443 -1.5497 -2.989 -3.898 -0.095 0.0319
C 6.6709 -0.0652 -2.2468 3.424 -0.127 0.156 -0.0758
F 7.3330 0.3007 -3.5548 -2.805 -1.198 4.461 0.0421
F 7.8261 -0.3403 -1.3121 -3.937 0.833 -2.987 0.0340
C 5.8538 -1.4799 -2.3728 0.686 -3.917 -0.590 -0.1272
F 4.7571 -1.4899 -3.3674 3.694 0.289 3.955 0.0570
F 6.8599 -2.4944 -2.8650 -3.574 3.545 1.627 0.0304
F 5.4398 -1.9957 -1.0156 1.061 2.191 -5.094 0.0384
C -3.1524 1.7984 -1.4463 -1.328 4.762 0.565 -0.1689
O -3.3676 3.1126 -1.5468 1.725 -8.286 0.409 0.0037
C -3.8523 0.9877 -0.1634 -0.844 -4.113 -1.511 0.0146
C -4.3107 -0.4136 -0.4268 1.596 3.471 -0.876 -0.5103
Br -5.1341 -1.6539 0.9109 0.953 1.695 -1.643 0.6826
H -2.2265 -1.2981 -3.4470 -1.108 1.930 1.363 0.1508
H -3.9919 1.4683 0.9043 0.336 -0.817 -2.641 0.1378
C -5.5970 -2.2787 8.6297 0.048 -0.221 -0.333 -0.1100
O -5.8878 -3.2565 7.6441 -0.231 0.108 0.128 -0.2088
C -6.7990 -4.2485 8.1226 0.449 0.066 -0.568 -0.1942
C -7.3776 -5.0484 6.9536 -0.347 0.251 0.296 -0.1703
O -8.4735 -4.3792 6.3163 0.468 0.147 -0.082 -0.1398
C -8.1137 -3.2845 5.4636 -0.239 -0.422 -0.203 -0.1689
C -7.5346 -3.7474 4.1248 0.549 0.243 0.460 -0.1904
O -6.1467 -4.0596 4.2645 -0.132 -0.214 -0.112 -0.2099
C -5.6533 -4.7979 3.1581 -0.011 0.173 0.458 -0.1116
H -5.1623 -2.7450 9.5202 -0.058 0.072 0.087 0.0858
H -4.8724 -1.5740 8.2122 -0.100 -0.193 -0.018 0.0885
H -6.5038 -1.7268 8.8944 -0.016 0.007 0.168 0.0860
H -7.6122 -3.7731 8.6840 -0.039 -0.080 -0.024 0.1273
H -6.2424 -4.9194 8.7860 -0.118 -0.115 0.140 0.1231
H -7.7991 -5.9768 7.3540 -0.046 0.169 -0.002 0.1255
H -6.6106 -5.3309 6.2296 0.113 0.226 0.085 0.1194
H -7.4527 -2.5824 5.9760 0.188 -0.141 -0.125 0.1199
H -9.0516 -2.7551 5.2621 0.060 -0.169 0.000 0.1261
H -7.6210 -2.9400 3.3895 -0.205 0.037 -0.111 0.1179
H -8.0834 -4.6260 3.7688 -0.085 0.027 0.019 0.1286
H -6.1592 -5.7665 3.0937 -0.051 0.003 -0.177 0.0897
H -4.5861 -4.9760 3.3123 -0.148 0.122 0.045 0.0905
H -5.7890 -4.2372 2.2289 -0.049 -0.098 -0.152 0.0392
C 0.9700 5.1502 -3.9393 0.069 0.543 -0.040 -0.1194
O 1.8261 6.2795 -4.0014 0.100 -0.226 -0.144 -0.1957
C 3.1923 5.9328 -3.7636 -0.419 0.632 -0.037 -0.1952
C 4.1151 7.0707 -4.2047 0.081 -0.457 -0.238 -0.1658
O 4.3778 7.0530 -5.6138 -0.423 0.145 0.186 -0.1394
C 3.3080 7.5220 -6.4448 0.449 0.271 0.004 -0.1701
C 3.1722 9.0462 -6.4246 -0.570 -0.312 0.417 -0.1945
O 2.4286 9.4641 -5.2776 0.274 0.106 -0.010 -0.2080
C 2.5593 10.8561 -5.0368 -0.107 -0.410 0.053 -0.1097
H 1.0373 4.6677 -2.9584 -0.025 -0.058 -0.036 0.0767
H -0.0581 5.4886 -4.0952 0.203 0.052 0.055 0.0939
H 1.2240 4.4387 -4.7306 -0.016 -0.057 0.057 0.0784
H 3.4485 5.0164 -4.3087 0.088 0.022 0.006 0.1215
H 3.3098 5.7615 -2.6881 0.171 -0.126 0.075 0.1207
H 5.0895 6.9213 -3.7270 -0.083 -0.077 -0.129 0.1258
H 3.7466 8.0468 -3.8824 -0.240 -0.120 -0.025 0.1204
H 2.3678 7.0229 -6.2014 -0.037 0.219 0.148 0.1198
H 3.5790 7.2196 -7.4624 0.080 0.077 0.139 0.1252
H 2.6248 9.3771 -7.3139 0.118 0.016 -0.186 0.1230
H 4.1665 9.5057 -6.4155 0.049 -0.055 -0.058 0.1266
H 3.6007 11.1043 -4.8083 0.035 0.127 -0.097 0.0862
H 1.9454 11.1140 -4.1702 0.032 -0.137 -0.143 0.0885
H 2.2135 11.4311 -5.9005 0.066 0.118 -0.032 0.0849
C -0.0012 -7.0761 3.0541 0.118 0.389 0.010 -0.1087
O 0.8550 -5.9468 2.9919 0.081 -0.224 -0.156 -0.2085
C 2.2212 -6.2935 3.2297 -0.381 0.614 -0.017 -0.1937
C 3.1440 -5.1555 2.7887 0.078 -0.455 -0.233 -0.1697
O 3.4067 -5.1732 1.3796 -0.437 0.162 0.167 -0.1392
C 2.3369 -4.7043 0.5485 0.467 0.265 0.014 -0.1662
C 2.2010 -3.1801 0.5688 -0.550 -0.316 0.430 -0.1934
O 1.4574 -2.7622 1.7158 0.255 0.117 -0.019 -0.2008
C 1.5881 -1.3702 1.9566 -0.103 -0.417 0.062 -0.1003
H 0.0662 -7.5585 4.0350 -0.008 -0.120 -0.040 0.0863
H -1.0293 -6.7377 2.8982 0.202 0.056 0.044 0.0855
H 0.2529 -7.7875 2.2628 0.013 -0.156 0.064 0.0862
H 2.4773 -7.2099 2.6847 0.082 0.038 0.011 0.1273
H 2.3387 -6.4648 4.3053 0.171 -0.118 0.059 0.1233
H 4.1184 -5.3050 3.2664 -0.088 -0.073 -0.133 0.1257
H 2.7755 -4.1795 3.1110 -0.237 -0.119 -0.024 0.1199
H 1.3967 -5.2034 0.7920 -0.039 0.217 0.148 0.1199
H 2.6078 -5.0067 -0.4691 0.083 0.076 0.134 0.1258
H 1.6537 -2.8492 -0.3206 0.108 0.032 -0.209 0.1194
H 3.1954 -2.7206 0.5778 0.054 -0.046 -0.062 0.1156
H 2.6295 -1.1220 2.1850 0.042 0.132 -0.101 0.0894
H 0.9742 -1.1123 2.8232 0.031 -0.136 -0.137 0.0904
H 1.2424 -0.7952 1.0929 0.062 0.129 -0.057 0.0696
```
Forces are in eV/Å.